Molecular formula: C18H42NO13P2
Method: DFT, ωB97M-V/def2-TZVPD

Calculated values
- LUMO (eV) = -4.521
- frontier orbital gap (eV) = 7.01
- net charge = +1

Last column: Löwdin charge in e.
CARTESIAN COORDINATES (ANGSTROEM)
P: 2.3487 -3.0759 -1.0193  0.601
P: 1.0441 -4.8203 -1.0607  0.970
O: -0.1395 -0.8014 2.1738  -0.012
O: -0.9218 3.2429 -2.4817  -0.257
O: -0.8780 -0.0840 4.1141  -0.007
O: 5.5519 2.8536 1.3429  -0.003
O: -5.8953 5.5166 4.3845  0.112
O: 3.6515 -3.1931 -1.9251  -0.353
O: -4.5365 3.6644 4.3432  -0.020
O: 1.5849 -1.5659 -1.4297  -0.255
O: 6.2082 0.9721 0.4190  -0.001
O: 2.9321 -2.8838 0.6475  -0.226
O: 4.0958 1.7463 -0.0471  0.086
O: -5.2750 4.3818 6.2834  -0.014
O: -1.4983 1.0508 2.2151  0.108
N: 3.2777 -6.2221 -2.2490  -0.060
C: -4.4671 3.7836 2.9236  -0.048
C: -1.3173 -2.3547 -3.2667  -0.215
C: -0.6638 -3.8834 -3.3422  -0.238
C: -0.3330 2.3335 -3.4791  -0.221
C: -6.0382 5.3098 7.0518  -0.051
C: -0.2179 -0.1921 -4.5996  -0.195
C: -1.6412 0.8440 4.8824  -0.039
C: -0.0701 -0.6822 0.7542  -0.059
C: -5.2965 4.6129 4.9465  -0.560
C: 4.5565 3.8561 1.5386  -0.047
C: -0.8919 0.7928 -3.4296  -0.174
C: -0.6762 -4.5329 -1.8372  -0.345
C: -0.8995 0.1471 2.7771  -0.552
C: 5.1754 1.8471 0.5145  -0.558
C: 5.9526 -0.1471 -0.4273  -0.048
C: -1.0805 -1.5836 -4.6952  -0.216
C: 1.8189 -6.3800 -1.8814  -0.363
C: -0.6680 2.7971 -1.1015  -0.119
H: -0.2814 0.3517 -5.6581  0.126
H: -0.5938 2.7998 -4.5443  0.144
H: -1.0645 -0.7876 0.3089  0.106
H: -5.4615 3.6782 2.4782  0.100
H: -4.0125 4.7377 2.6381  0.101
H: 0.8025 -5.1977 0.3387  0.060
H: 3.6613 3.4265 1.9998  0.097
H: -2.1474 -1.3604 -5.1439  0.120
H: -0.5786 -2.3749 -5.4279  0.116
H: 5.7607 0.1810 -1.4540  0.100
H: 6.8446 -0.7797 -0.4296  0.101
H: 0.9151 -0.4350 -4.3898  0.114
H: 1.1663 -6.6554 -2.8134  0.119
H: 0.3160 2.1249 -1.1066  0.088
H: 2.1462 -2.6439 1.2498  0.087
H: 0.3783 -3.8719 -3.8740  0.119
H: -7.0956 5.2656 6.7715  0.100
H: -1.4382 -4.5175 -3.9922  0.136
H: 0.8407 2.4067 -3.3867  0.136
H: 4.9648 4.6101 2.2172  0.098
H: -5.6466 6.3251 6.9313  0.100
H: -0.8490 -1.8254 -2.3330  0.076
H: -2.4936 -2.3828 -3.0649  0.136
H: 1.7715 -7.2830 -1.1020  0.135
H: -0.5319 0.3320 -2.4013  0.083
H: -2.6986 0.7998 4.6021  0.100
H: 3.3506 -6.2657 -3.2891  0.096
H: 4.3086 4.3443 0.5905  0.100
H: 0.5626 -1.4908 0.3778  0.027
H: -5.9498 5.0299 8.1052  0.095
H: -1.5500 2.0468 -0.8203  0.102
H: 3.8926 -6.9194 -1.7754  0.098
H: -1.3713 -3.8971 -1.1270  0.115
H: -3.8344 2.9750 2.5472  0.082
H: -1.1757 -5.6120 -1.9468  0.122
H: 5.1135 -0.7369 -0.0446  0.079
H: -0.6314 3.6613 -0.3051  0.113
H: -2.0518 0.7496 -3.5904  0.135
H: 2.2866 -0.8540 -1.3418  0.115
H: -1.5528 0.5641 5.9358  0.100
H: -1.2496 1.8592 4.7619  0.104
H: 0.3845 0.2718 0.4687  0.097

Atoms 1-6, force components in eV/Å:
P 7.74 4.99 -1.23
P -2.57 -1.57 0.12
O -0.38 0.39 0.36
O 0.98 -1.35 0.43
O 0.24 -0.11 -1.52
O -0.20 -1.10 -0.80

***

Molecular formula: C18H43BBa2F4O10
Method: DFT, ωB97M-V/def2-TZVPD

Calculated values
- multiplicity = 2
- LUMO (spin up / spin down) (eV) = -2.246 / -2.362
- frontier orbital gap (spin up / spin down) (eV) = 3.84 / 9.02
- net charge = +1

Last column: Löwdin charge in e.
CARTESIAN COORDINATES (ANGSTROEM)
Ba: -1.6767 0.8614 -1.7222  2.029
Ba: -3.7691 -2.8342 0.3385  1.637
F: -1.2641 -2.3930 0.9011  0.031
F: -0.8685 -0.2050 0.4767  -0.012
F: 0.7270 -1.3540 1.4081  0.168
F: 0.1939 -1.7720 -0.6511  0.153
O: -3.6355 -5.1020 -0.9555  -0.490
O: 4.7042 -0.4742 1.1993  -0.180
O: 0.6781 2.0813 -1.6533  -0.376
O: 0.4706 -0.1306 -3.0852  -0.405
O: -1.7470 3.7232 -1.8393  -0.357
O: -2.1231 -4.8112 1.7396  -0.302
O: -4.5167 1.2435 -1.1805  -0.164
O: -1.4368 2.9299 0.8214  -0.258
O: 5.8876 2.7908 2.4742  -0.181
O: -3.6499 -0.0361 0.2731  -0.322
C: -4.6145 -5.7772 -1.8156  -0.067
C: 4.6890 0.5994 2.0703  -0.242
C: 0.3008 -1.1707 -4.0549  -0.076
C: -1.6650 4.6904 -0.7291  -0.127
C: 5.7689 1.5816 1.6356  -0.169
C: -2.5718 4.1965 -2.8647  -0.114
C: -2.6673 -6.0098 -0.3271  -0.142
C: -1.1312 -4.4086 2.6248  -0.135
C: 4.0804 -1.6279 1.7283  -0.097
C: -4.9111 1.7929 1.0823  0.000
C: -0.7763 4.1614 0.3507  -0.162
C: -1.5307 -5.3655 0.5912  -0.198
C: 1.7065 1.1121 -1.4663  -0.169
C: 1.8253 0.0614 -2.6192  -0.137
C: 6.6738 2.5418 3.7069  -0.101
C: -4.4288 0.8754 0.0263  -0.825
C: 1.0733 3.1385 -2.5258  -0.064
C: -0.9688 2.5213 2.1251  -0.065
B: -0.3501 -1.4764 0.5660  -1.532
H: 0.0589 2.1820 1.9955  0.090
H: 2.2150 -0.8825 -2.2379  0.136
H: -0.7687 -6.0874 0.8853  0.136
H: 0.9189 -0.8220 -4.8823  0.098
H: -1.5380 1.6807 2.5219  0.092
H: 4.7708 -2.3577 2.1513  0.091
H: -1.4263 5.6966 -1.0735  0.139
H: 1.9548 2.9569 -3.1407  0.108
H: -3.5924 4.2289 -2.4832  0.106
H: 3.4301 -2.0695 0.9732  0.080
H: 4.9375 0.3194 3.0940  0.122
H: -2.5143 3.4169 -3.6243  0.081
H: -0.7612 -1.2260 -4.2942  0.082
H: -4.2584 1.8946 1.9493  0.083
H: -2.6642 4.7246 -0.2950  0.135
H: 2.4138 0.3768 -3.4808  0.127
H: 6.7774 1.1696 1.6026  0.122
H: -1.1968 -5.0148 3.5284  0.099
H: 3.3562 -1.3389 2.4899  0.080
H: 2.7428 1.3635 -1.2407  0.140
H: -1.0190 3.3909 2.7803  0.093
H: 6.7316 3.3775 4.4042  0.078
H: 3.7200 1.0904 1.9807  0.127
H: -2.2979 5.1069 -3.3979  0.104
H: -0.1368 -4.7290 2.3140  0.099
H: -4.9854 2.7981 0.6675  0.082
H: 5.5635 1.9242 0.6214  0.116
H: 1.3558 0.5788 -0.5827  0.109
H: 1.1787 4.0990 -2.0215  0.098
H: -4.1771 -6.0615 -2.7727  0.092
H: -5.4342 -5.0739 -1.9624  0.080
H: -1.0442 -4.4851 0.1715  0.108
H: -5.9488 1.5750 1.3351  0.089
H: 6.2626 1.8221 4.4148  0.068
H: -3.1700 -6.6687 0.3809  0.127
H: -4.9655 -6.7312 -1.4223  0.095
H: 7.7092 2.2015 3.6956  0.080
H: 0.2284 3.7950 0.1404  0.113
H: -0.9438 -3.4339 3.0752  0.101
H: -2.1848 -6.6333 -1.0798  0.129
H: 0.5658 -2.2022 -3.8228  0.100
H: 0.2021 3.2460 -3.1720  0.081
H: -0.5431 4.8474 1.1650  0.132

Atoms 1-6, force components in eV/Å:
Ba -1.20 0.19 0.86
Ba -0.15 0.99 0.11
F -1.83 -1.31 0.88
F -1.47 1.73 -0.07
F 0.39 -0.55 1.50
F 0.07 -0.72 -2.25